No. 1
Density functional theory data (ωB97M-V/def2-TZVPD) for 2 unconnected molecules or ions with the total composition C2H6OS at a distorted geometry.

The energy above the lowest of the compared OMol25 structures with the same formula, charge and spin is 11.9 kcal per mole. As for the frontier orbital gap: 10.536 eV. As for the HOMO energy: -9.766 eV. The largest force on an atom is 0.1011 hartree/bohr. As for the SMILES: CC=O.S. As for the total charge: 0.

Cartesian coordinates (Å):
1 C -1.970 -0.020 -0.053
2 C -0.655 -0.729 0.025
3 O -0.511 -1.878 -0.342
4 H -2.081 0.582 0.826
5 H -2.705 -0.969 -0.077
6 H -2.032 0.622 -0.838
7 H 0.189 -0.127 0.478
8 S 2.714 0.777 0.268
9 H 3.106 1.101 -0.969
10 H 3.945 0.640 0.683

Atomic partial charges in e from the Löwdin method, atoms 1 to 2:
1 C -0.05
2 C -0.34

No. 2
Density functional theory data (ωB97M-V/def2-TZVPD) for a molecular structure, C14H28DyOP2 at a distorted geometry.

The energy above the lowest of the compared OMol25 structures with the same formula, charge and spin is 26.9 kcal per mole. As for the frontier orbital gap (spin up / spin down): 4.795 / 7.065 eV. As for the multiplicity: 6. As for the HOMO energy (spin up / spin down): -9.209 / -10.357 eV. The largest force on an atom is 0.1352 hartree/bohr. As for the total charge: +1.

Cartesian coordinates (Å):
1 Dy 0.148 -0.055 -1.597
2 H -1.271 -0.554 0.029
3 H -1.330 0.265 0.054
4 P -0.176 -2.663 -1.527
5 P -0.181 2.541 -1.520
6 C 1.276 3.264 -0.823
7 H 1.177 4.309 -1.114
8 H 1.288 3.161 0.261
9 H 2.188 2.817 -1.221
10 C -0.129 2.690 -3.308
11 H -0.999 2.211 -3.770
12 H -0.151 3.772 -3.440
13 H 0.786 2.259 -3.732
14 C -1.659 3.243 -0.882
15 H -1.683 3.158 0.201
16 H -1.569 4.277 -1.203
17 H -2.534 2.758 -1.309
18 C 0.051 -2.813 -3.314
19 H 0.005 -3.893 -3.472
20 H -0.747 -2.301 -3.868
21 H 1.021 -2.416 -3.643
22 C 1.173 -3.448 -0.700
23 H 1.052 -3.341 0.379
24 H 1.079 -4.486 -1.018
25 H 2.132 -3.021 -0.998
26 C -1.740 -3.345 -1.074
27 H -2.550 -2.829 -1.584
28 H -1.644 -4.380 -1.395
29 H -1.863 -3.258 0.005
30 C 1.609 -0.124 0.189
31 O 2.494 -0.085 0.949
32 H -1.608 -0.073 -2.329
33 C -0.295 1.384 1.452
34 C 0.152 0.550 2.524
35 C -0.506 -0.676 2.823
36 C -0.156 -1.346 3.984
37 C 0.820 -0.845 4.845
38 C 1.472 0.368 4.528
39 C 1.150 1.047 3.374
40 H 0.120 2.367 1.386
41 H -1.425 1.462 1.418
42 H -1.268 -1.052 2.150
43 H -0.669 -2.282 4.224
44 H 1.084 -1.376 5.761
45 H 2.234 0.766 5.192
46 H 1.643 1.995 3.111

Atomic partial charges in e from the Löwdin method, atoms 1 to 2:
1 Dy 0.62
2 H 0.03

No. 3
Density functional theory data (ωB97M-V/def2-TZVPD) for 8 unconnected molecules or ions with the total composition C7H29NO7 at a distorted geometry.

The energy above the lowest of the compared OMol25 structures with the same formula, charge and spin is 9.2 kcal per mole. As for the frontier orbital gap: 7.891 eV. As for the HOMO energy: -7.589 eV. The largest force on an atom is 0.0316 hartree/bohr. As for the SMILES: CCC/C(=C/N)CC.O.O.O.O.O.O.O. As for the total charge: 0.

Cartesian coordinates (Å):
1 C -2.893 -1.241 -2.678
2 C -2.058 -1.099 -1.387
3 C -1.489 -2.462 -1.028
4 C -0.435 -2.496 0.066
5 C 0.693 -1.795 -0.151
6 N 1.711 -1.571 0.753
7 C -0.785 -3.137 1.378
8 C -1.730 -2.298 2.273
9 H -2.239 -1.303 -3.554
10 H -3.352 -2.230 -2.661
11 H -3.577 -0.430 -2.918
12 H -2.724 -0.852 -0.557
13 H -1.373 -0.279 -1.535
14 H -2.330 -3.097 -0.704
15 H -1.202 -3.146 -1.842
16 H 0.673 -1.189 -1.051
17 H 1.880 -2.133 1.566
18 H 2.504 -1.013 0.467
19 H 0.134 -3.302 1.943
20 H -1.293 -4.081 1.161
21 H -2.704 -2.239 1.792
22 H -1.238 -1.357 2.504
23 H -1.899 -2.849 3.200
24 O -1.832 2.507 -0.845
25 H -2.420 2.604 -1.600
26 H -0.970 2.665 -1.263
27 O 1.690 1.691 -0.370
28 H 2.186 0.866 -0.406
29 H 1.043 1.444 0.317
30 O 3.695 2.868 1.094
31 H 3.411 3.057 0.205
32 H 3.131 3.341 1.739
33 O 1.334 3.922 1.967
34 H 0.774 3.143 2.071
35 H 1.244 4.188 1.053
36 O -0.580 1.184 1.222
37 H -1.271 1.472 0.591
38 H -0.456 0.254 0.966
39 O 0.549 2.800 -2.515
40 H 0.745 3.711 -2.759
41 H 1.099 2.614 -1.722
42 O 3.997 0.238 0.782
43 H 4.207 -0.180 1.618
44 H 4.151 1.211 0.818

Atomic partial charges in e from the Löwdin method, atoms 1 to 2:
1 C -0.11
2 C -0.25

No. 4
Density functional theory data (ωB97M-V/def2-TZVPD) for 2 unconnected molecules or ions with the total composition C6H18N3 at a distorted geometry.

The energy above the lowest of the compared OMol25 structures with the same formula, charge and spin is 12.4 kcal per mole. As for the frontier orbital gap: 11.319 eV. As for the HOMO energy: -14.246 eV. The largest force on an atom is 0.0296 hartree/bohr. As for the total charge: +1.

Cartesian coordinates (Å):
1 C -1.829 -0.214 1.477
2 C -1.232 0.851 2.380
3 C -1.583 -0.871 -0.881
4 N -1.270 -0.072 0.098
5 N -2.166 -2.063 -0.643
6 N -1.442 -0.449 -2.142
7 H -1.697 -1.232 1.801
8 H -2.905 -0.035 1.374
9 H -1.100 1.787 1.868
10 H -0.303 0.544 2.865
11 H -0.902 0.844 -0.107
12 H -1.762 -2.692 0.036
13 H -2.523 -2.507 -1.475
14 H -1.108 0.491 -2.296
15 H -1.290 -1.020 -2.958
16 H -1.892 0.945 3.234
17 C 1.991 0.640 0.121
18 C 3.048 -0.459 -0.049
19 C 1.698 1.408 -1.147
20 H 1.098 0.149 0.509
21 H 2.275 1.346 0.897
22 H 2.765 -1.406 0.408
23 H 1.144 2.334 -0.978
24 H 2.588 1.738 -1.688
25 H 4.039 -0.199 0.320
26 H 3.173 -0.665 -1.112
27 H 1.186 0.807 -1.913

Atomic partial charges in e from the Löwdin method, atoms 1 to 2:
1 C -0.18
2 C -0.06

No. 5
Density functional theory data (ωB97M-V/def2-TZVPD) for 3 unconnected molecules or ions with the total composition C33H47BrFN3O12 at a distorted geometry.

As for the frontier orbital gap: 8.293 eV. As for the HOMO energy: -9.367 eV. The largest force on an atom is 0.0369 hartree/bohr. As for the SMILES: CC[C@H](Br)C1=CC(=O)c2c(c(ON=O)c(CCCCNC(C)=O)c(CC(=O)N(C)C)c2[C@@H](C)F)C1=O.CCOC(=O)OC.CCOC(=O)OC. As for the total charge: 0.

Cartesian coordinates (Å):
1 C -0.403 3.004 1.836
2 C -0.757 2.440 3.238
3 C 0.159 1.310 3.743
4 Br 2.011 1.916 3.569
5 C -0.130 -0.055 3.116
6 C -1.388 -0.462 3.038
7 C -1.683 -1.796 2.396
8 O -2.520 -2.534 2.871
9 C -0.822 -2.110 1.193
10 C 0.495 -1.709 1.289
11 C 1.380 -1.978 0.287
12 O 2.718 -1.610 0.390
13 N 2.816 -0.251 -0.012
14 O 3.850 -0.045 -0.502
15 C 0.929 -2.621 -0.847
16 C 1.982 -2.896 -1.920
17 C 2.675 -4.273 -1.651
18 C 4.166 -4.136 -1.271
19 C 4.403 -4.452 0.235
20 N 5.347 -3.505 0.876
21 C 6.635 -4.090 1.004
22 C 7.791 -3.547 0.162
23 O 6.809 -5.019 1.764
24 C -0.396 -2.987 -0.976
25 C -0.787 -3.647 -2.287
26 C -1.201 -2.691 -3.424
27 O -1.463 -3.184 -4.505
28 N -1.328 -1.275 -3.231
29 C -0.083 -0.530 -3.545
30 C -2.471 -0.766 -3.989
31 C -1.290 -2.750 0.070
32 C -2.748 -3.150 -0.028
33 C -3.543 -2.184 -0.901
34 F -2.891 -4.471 -0.460
35 C 0.943 -0.958 2.539
36 O 2.036 -1.105 3.033
37 H -1.279 2.908 1.183
38 H 0.414 2.487 1.335
39 H -0.229 4.078 1.927
40 H -0.701 3.235 3.989
41 H -1.810 2.148 3.211
42 H -0.029 1.210 4.816
43 H -2.224 0.126 3.400
44 H 2.710 -2.088 -1.851
45 H 1.538 -2.878 -2.913
46 H 2.539 -4.863 -2.565
47 H 2.118 -4.817 -0.882
48 H 4.741 -4.864 -1.855
49 H 4.556 -3.151 -1.547
50 H 4.770 -5.477 0.296
51 H 3.465 -4.423 0.802
52 H 5.423 -2.665 0.314
53 H 8.571 -3.204 0.847
54 H 7.487 -2.716 -0.479
55 H 8.193 -4.368 -0.435
56 H 0.056 -4.216 -2.683
57 H -1.598 -4.369 -2.188
58 H 0.739 -1.235 -3.658
59 H 0.104 0.172 -2.725
60 H -0.251 0.042 -4.463
61 H -2.746 0.234 -3.637
62 H -2.286 -0.737 -5.071
63 H -3.356 -1.381 -3.813
64 H -3.235 -3.118 0.945
65 H -3.062 -1.978 -1.852
66 H -3.536 -1.234 -0.348
67 H -4.589 -2.481 -0.995
68 C -6.400 4.333 -6.173
69 C -5.005 3.744 -6.153
70 O -5.007 2.387 -5.687
71 C -5.439 1.481 -6.564
72 O -5.807 1.698 -7.687
73 O -5.409 0.286 -5.970
74 C -5.942 -0.774 -6.767
75 H -6.870 4.235 -5.194
76 H -6.366 5.387 -6.448
77 H -7.036 3.813 -6.890
78 H -4.384 4.300 -5.451
79 H -4.526 3.807 -7.130
80 H -5.455 -0.818 -7.739
81 H -7.018 -0.649 -6.886
82 H -5.751 -1.702 -6.235
83 C 2.394 8.036 7.428
84 C 1.053 7.355 7.601
85 O 0.987 6.120 6.874
86 C 1.644 5.097 7.422
87 O 2.260 5.120 8.454
88 O 1.510 4.043 6.616
89 C 2.246 2.889 7.031
90 H 2.621 8.170 6.369
91 H 2.394 9.011 7.917
92 H 3.198 7.439 7.857
93 H 0.267 7.986 7.190
94 H 0.819 7.187 8.653
95 H 2.004 2.616 8.057
96 H 3.316 3.069 6.928
97 H 1.965 2.073 6.375

Atomic partial charges in e from the Löwdin method, atoms 1 to 2:
1 C -0.12
2 C -0.28

No. 6
Density functional theory data (ωB97M-V/def2-TZVPD) for a molecular structure, C10H10ClF5OTeZr at a distorted geometry.

As for the frontier orbital gap (spin up / spin down): 2.543 / 2.532 eV. As for the HOMO energy (spin up / spin down): -6.106 / -6.096 eV. The largest force on an atom is 0.0439 hartree/bohr. As for the total charge: 0.

Cartesian coordinates (Å):
1 C 1.340 -1.888 1.721
2 C 1.409 -1.861 0.275
3 C 0.068 -2.039 -0.229
4 H 2.312 -1.744 -0.327
5 C -0.808 -2.231 0.907
6 C -0.013 -2.088 2.091
7 H -0.339 -2.318 3.094
8 H 2.181 -1.972 2.411
9 H -0.230 -2.102 -1.274
10 H -1.826 -2.637 0.870
11 Zr 0.178 0.102 0.715
12 Cl 2.286 1.127 0.917
13 C 0.612 2.612 -3.258
14 C -0.617 1.972 -3.594
15 C -0.308 0.733 -4.235
16 H -1.612 2.366 -3.422
17 C 1.117 0.611 -4.296
18 C 1.680 1.776 -3.690
19 H 2.742 1.993 -3.602
20 H 0.716 3.582 -2.779
21 H -1.023 0.022 -4.632
22 H 1.665 -0.206 -4.746
23 F -2.360 -1.123 3.443
24 Te -1.654 0.602 3.898
25 F -0.994 2.358 4.257
26 F 0.027 -0.177 4.393
27 F -3.270 1.396 3.290
28 F -2.366 0.329 5.652
29 O -0.913 0.805 2.147

Atomic partial charges in e from the Löwdin method, atoms 1 to 2:
1 C -0.17
2 C -0.24